Density functional theory data (ωB97M-V/def2-TZVPD) for a structure of composition C16H24FeNO3 in a non-equilibrium geometry.

Each line ends with the Mulliken charge.
CARTESIAN COORDINATES (ANGSTROEM)
1 O -0.77659 -1.29525 2.95890  -0.427
2 C -0.00687 -1.47239 2.09604  0.244
3 Fe 1.37625 -1.59967 1.03514  0.246
4 C 1.51054 -3.32267 1.20023  0.083
5 O 1.44197 -4.41576 1.59380  -0.437
6 C 2.42637 -0.98573 2.36464  0.231
7 O 3.12057 -0.84071 3.30018  -0.437
8 C 0.89179 2.52426 -0.39650  -0.358
9 C 2.20664 1.63116 -0.06435  -0.748
10 C 2.64235 0.40867 -0.97962  -1.173
11 C 1.82251 -0.87167 -0.87448  -0.531
12 C 0.41428 -0.88065 -0.61058  0.628
13 C -0.30616 0.32620 -0.14260  -1.086
14 C -0.25336 1.61607 -0.67249  -0.946
15 H 1.23735 3.16415 -1.20351  -0.596
16 H 2.99428 2.39186 -0.13170  0.453
17 H 2.21183 1.31710 1.00226  -0.343
18 H 2.87495 0.68351 -2.02397  0.497
19 H 3.63714 0.06789 -0.64341  0.378
20 H 2.21576 -1.74712 -1.42001  0.415
21 H -0.18207 -1.69809 -1.06946  0.445
22 H -1.18337 0.12439 0.51378  0.372
23 H -1.15511 1.99771 -1.14128  0.512
24 C -1.98405 5.30376 -1.73492  -1.238
25 C -0.71431 5.28363 -0.92248  -0.859
26 C -0.89763 4.30833 0.22648  -1.681
27 N 0.43184 3.60972 0.60768  5.914
28 C 0.34826 3.22536 2.07829  -1.417
29 C 1.36382 4.12997 2.76510  -0.164
30 C 1.40466 3.91671 4.25086  -1.146
31 H -1.90353 6.04427 -2.52911  0.502
32 H -2.15479 4.35675 -2.24745  0.345
33 H -2.85745 5.46324 -1.08898  0.339
34 H 0.15080 5.04739 -1.55721  0.055
35 H -0.52413 6.28288 -0.50190  0.215
36 H -1.24897 4.82943 1.13284  0.234
37 H -1.58638 3.52435 -0.09710  0.358
38 H 1.13936 4.37942 0.47055  -1.207
39 H -0.66214 3.40213 2.48799  0.446
40 H 0.64313 2.17336 2.14005  0.132
41 H 2.34902 3.93554 2.29882  -0.377
42 H 1.14758 5.20287 2.56482  0.006
43 H 2.20794 4.52838 4.66178  0.458
44 H 0.43854 4.14122 4.71767  0.337
45 H 1.65630 2.88253 4.47149  0.326

## Properties
spin multiplicity = 5
electronic energy = -58993.9335 eV
<S²> = 6.10
relative energy (zero: lowest compared OMol25 entry of this formula, charge and spin) = 141.26 kJ/mol
charge = -1
E_HOMO (alpha / beta) = 0.04 / -3.58 eV